# 1
# C21H21ClN4O4S

A molecular structure, C21H21ClN4O4S (wB97M-V/def2-TZVPD, the Open Molecules 2025 dataset).

Positions of all 52 atoms, in Å:
1 C 1.01979 5.22983 0.36278
2 C -0.32502 4.76344 0.14612
3 C -0.40453 3.40522 -0.28997
4 O 0.46474 2.59899 -0.53151
5 N -1.81938 2.67930 -0.47695
6 C -2.34314 1.48316 -0.58348
7 C -1.59215 0.49205 -1.10284
8 C -2.01327 -0.63270 -1.62498
9 C -3.33177 -0.96465 -1.19539
10 C -4.06430 -0.06014 -0.54196
11 C -3.68063 1.45631 -0.27361
12 O -4.44246 2.36914 0.17886
13 C -5.66934 1.85336 0.48409
14 H -5.77156 1.34196 1.39280
15 H -6.07887 2.95991 0.86703
16 H -6.33606 1.72697 -0.16614
17 H -5.07157 -0.46146 -0.21010
18 C -3.86528 -2.41515 -1.11236
19 O -4.87059 -2.49182 -1.54945
20 C -2.90876 -3.41592 -0.62930
21 H -1.97010 -3.46422 -1.35511
22 H -3.48488 -4.33877 -0.66256
23 S -2.52857 -3.05365 1.08527
24 C -1.10662 -2.24159 1.04167
25 N -0.17386 -2.20065 -0.33075
26 N 0.87675 -1.45415 0.18560
27 C 0.48918 -1.08611 1.30319
28 O -0.65962 -1.21598 1.76798
29 C 1.13586 0.15154 2.12550
30 N 2.13785 0.88453 1.23219
31 C 3.25701 0.46990 0.57300
32 C 3.86621 -0.76603 1.05454
33 C 5.12247 -1.15617 0.67453
34 C 5.62859 -0.68609 -0.46055
35 C 4.98505 0.46520 -1.01122
36 C 3.86866 1.18303 -0.44919
37 H 3.34920 1.83011 -1.10553
38 H 5.45330 1.03816 -1.60692
39 Cl 7.13068 -1.08661 -1.07895
40 H 5.46997 -1.92164 1.18674
41 H 3.55887 -1.33777 2.18750
42 H 1.48529 1.60484 0.74388
43 H 1.67718 -0.28668 2.88235
44 H 0.42590 0.73554 2.46012
45 H -1.47013 -1.30793 -2.08124
46 H -0.34090 0.80559 -1.57541
47 H -2.50624 3.36504 0.01663
48 H -0.87120 4.75439 1.13825
49 H -0.97118 5.46379 -0.70658
50 H 0.88157 6.34602 0.60350
51 H 1.51585 5.13997 -0.71364
52 H 1.50870 4.68757 0.98384

Calculated values
- HOMO level: -7.19 eV
- E_LUMO: -0.18 eV
- Orbital gap: 7.01 eV

---

# 2
# C4H7NO2

C4H7NO2 in the gas phase (wB97M-V/def2-TZVPD, the Open Molecules 2025 dataset).

Positions of all 14 atoms, in Å:
1 N -0.81943 1.88562 1.38439
2 C -0.02259 0.76588 1.22807
3 O 0.72896 0.33578 2.09868
4 C -0.36825 0.15079 -0.04687
5 C 0.60948 -1.01940 -0.40371
6 C 0.53105 -1.34086 -1.86747
7 O 1.47519 -0.91210 -2.56033
8 H -1.21009 2.25564 0.63023
9 H -0.78397 2.15908 2.39597
10 H -0.65400 0.76831 -0.82062
11 H -1.36878 -0.34007 0.12701
12 H 0.44592 -1.88365 0.30196
13 H 1.64233 -0.85037 -0.11545
14 H -0.20581 -1.97467 -2.35188

Calculated values
- HOMO level: -9.97 eV
- SMILES: NC(=O)CCC=O
- E_LUMO: 0.64 eV
- Orbital gap: 10.61 eV

---

# 3
# C37H55BN7OS3Ti

A molecular structure, C37H55BN7OS3Ti (wB97M-V/def2-TZVPD, the Open Molecules 2025 dataset).

Positions of all 105 atoms, in Å:
1 Ti 0.41010 -0.46453 -0.52404
2 C 2.02308 -1.54181 3.25360
3 C 1.54233 -2.82918 2.58431
4 C 2.37635 -4.00364 3.13372
5 C 1.66176 -2.83128 1.07334
6 C 2.34919 -1.83660 0.35922
7 C 2.78991 -2.06733 -0.96057
8 C 2.51831 -3.26808 -1.60268
9 C 3.15296 -3.61584 -2.91732
10 C 1.71252 -4.19732 -0.92964
11 C 1.27813 -3.97755 0.36363
12 H 1.88416 -1.63086 4.33089
13 H 1.47878 -0.65907 2.91490
14 H 3.09218 -1.40178 3.07732
15 H 0.49447 -3.00671 2.84789
16 H 3.43728 -3.83222 2.94419
17 H 2.09896 -4.95504 2.68342
18 H 2.22888 -4.08425 4.21006
19 H 2.80259 -1.01818 0.90259
20 H 3.47579 -1.36147 -1.41521
21 H 3.35559 -2.73577 -3.52523
22 H 2.54265 -4.31601 -3.48788
23 H 4.10927 -4.10972 -2.72863
24 H 1.48605 -5.14160 -1.41395
25 H 0.71513 -4.74833 0.87854
26 C 3.63053 3.82546 2.81382
27 C 3.36189 2.32026 2.89389
28 C 4.14143 1.60276 1.79779
29 C 3.79122 1.77085 4.25963
30 N 1.86471 2.14725 2.77401
31 C 1.06901 2.40955 3.86761
32 C -0.21542 2.41086 3.45699
33 N -0.23122 2.14940 2.10771
34 B -1.55007 2.40993 1.31534
35 N -2.54707 1.21788 1.36262
36 C -3.89653 1.45592 1.41489
37 C -4.52121 0.27275 1.57536
38 N -3.56140 -0.71401 1.63915
39 C -2.35655 -0.11021 1.48831
40 S -0.77284 -0.82314 1.46983
41 C -4.01691 -2.13290 1.89596
42 C -4.70759 -2.13726 3.26149
43 C -2.90012 -3.16838 1.92219
44 C -5.00085 -2.49535 0.78016
45 N -1.30754 2.89313 -0.14697
46 C -1.23306 4.24233 -0.41011
47 C -1.40563 4.42135 -1.73684
48 N -1.59221 3.18124 -2.30653
49 C -1.51399 2.26120 -1.31794
50 S -1.60113 0.53605 -1.48079
51 C -1.88284 2.96780 -3.76722
52 C -1.96537 4.32400 -4.45972
53 C -3.23336 2.26377 -3.91028
54 C -0.73896 2.16085 -4.38984
55 C 1.04315 1.96655 1.71594
56 S 1.47604 1.54618 0.07828
57 H 4.69317 4.00997 2.96945
58 H 3.07735 4.36622 3.58202
59 H 3.35238 4.22121 1.83542
60 H 5.19927 1.65883 2.04774
61 H 4.01454 2.07116 0.82533
62 H 3.87231 0.54848 1.73968
63 H 4.86760 1.61356 4.25480
64 H 3.31261 0.81636 4.48169
65 H 3.57725 2.47204 5.06557
66 H 1.46710 2.59408 4.84848
67 H -1.11608 2.60110 4.01511
68 H -2.08824 3.31980 1.86401
69 H -4.31428 2.44470 1.33367
70 H -5.57265 0.06567 1.65787
71 H -4.00287 -1.87578 4.05218
72 H -5.09451 -3.13516 3.46441
73 H -5.54466 -1.44173 3.29892
74 H -2.19909 -2.98778 2.73382
75 H -2.35940 -3.20813 0.97670
76 H -3.35774 -4.14234 2.09024
77 H -5.92491 -1.92249 0.84328
78 H -5.26558 -3.54827 0.86285
79 H -4.55063 -2.32611 -0.20059
80 H -1.07398 4.97146 0.36544
81 H -1.42957 5.33774 -2.29548
82 H -2.75788 4.94487 -4.04052
83 H -2.21010 4.15638 -5.50672
84 H -1.01962 4.86620 -4.42460
85 H -4.02832 2.86369 -3.46521
86 H -3.23624 1.28192 -3.44168
87 H -3.46346 2.13566 -4.96729
88 H 0.22244 2.59981 -4.11774
89 H -0.82853 2.18330 -5.47545
90 H -0.76607 1.12210 -4.06412
91 O -0.58063 -2.18602 -1.38441
92 C -0.55288 -2.31603 -2.81948
93 C 0.46199 -1.36352 -3.37252
94 C 0.82912 -1.42762 -4.70469
95 C 1.76966 -0.53354 -5.18824
96 C 2.31459 0.40217 -4.31880
97 C 1.89130 0.41475 -3.00738
98 N 0.98066 -0.45620 -2.52942
99 H -1.19104 -2.84062 -1.03166
100 H -1.54000 -2.08637 -3.22959
101 H -0.28459 -3.33697 -3.09622
102 H 0.38791 -2.17736 -5.34894
103 H 2.07866 -0.57109 -6.22468
104 H 3.05532 1.11281 -4.65714
105 H 2.28584 1.14518 -2.31325

Calculated values
- Charge: +3
- HOMO level: -16.12 eV
- E_LUMO: -9.58 eV
- Orbital gap: 6.54 eV

---

# 4
# C2H8N2

2 unconnected molecules or ions with the total composition C2H8N2 (wB97M-V/def2-TZVPD, the Open Molecules 2025 dataset).

Positions of all 12 atoms, in Å:
1 C -2.87079 -0.10548 0.44478
2 N -1.93397 -0.04635 -0.40164
3 H -3.80176 0.40510 0.19464
4 H -2.79941 -0.41492 1.49239
5 H -1.23868 -0.77491 -0.21764
6 C 1.89136 0.68352 -0.04333
7 N 2.02147 -0.68344 -0.57217
8 H 0.85555 1.02721 0.03408
9 H 2.36419 0.75856 0.93111
10 H 2.33391 1.36348 -0.77154
11 H 1.26754 -0.82364 -1.23466
12 H 1.91059 -1.38913 0.14397

Calculated values
- HOMO level: -9.27 eV
- SMILES: C=N.CN
- E_LUMO: 0.98 eV
- Orbital gap: 10.26 eV

---

# 5
# C5H6N2O

2 unconnected molecules or ions with the total composition C5H6N2O (wB97M-V/def2-TZVPD, the Open Molecules 2025 dataset).

Positions of all 14 atoms, in Å:
1 C -0.22596 -0.04749 -0.24534
2 C 0.40359 1.45113 -0.04171
3 C 0.07470 -0.23794 1.15543
4 C 0.61368 -1.12462 -0.80173
5 C 1.28422 -2.06413 -1.24000
6 H -2.08842 0.41016 0.09555
7 H -2.03901 -0.27738 -1.40027
8 H 0.97894 2.09040 -1.04392
9 H -0.99983 2.00084 0.43457
10 H 1.30694 1.43561 1.93016
11 H 1.68829 -2.97213 -1.62307
12 N -1.63439 -0.40920 -0.43349
13 N 1.08011 0.77292 1.28518
14 O -0.44286 -1.02817 1.92864

Calculated values
- HOMO level: -9.69 eV
- E_LUMO: 0.19 eV
- Orbital gap: 9.87 eV

---

# 6
# C28H42N8O2PRuS2

A molecular structure, C28H42N8O2PRuS2 (wB97M-V/def2-TZVPD, the Open Molecules 2025 dataset).

Positions of all 84 atoms, in Å:
1 Ru 0.55637 1.01841 1.46193
2 C 5.41814 3.23709 1.06620
3 S 5.16624 1.75681 2.03089
4 C 3.51516 1.42241 1.86256
5 S 2.37865 2.37002 0.99684
6 N 3.25495 0.25727 2.50892
7 N 1.96600 -0.08261 2.44837
8 C 1.58969 -1.16585 3.07887
9 C 0.18331 -1.49641 3.06282
10 C -0.29919 -2.63459 3.68623
11 C -1.67074 -2.88546 3.65094
12 C -2.49175 -1.99306 2.99283
13 C -1.92970 -0.86592 2.38215
14 N -0.63217 -0.61720 2.41431
15 H 6.48914 3.42979 1.09550
16 H 4.87623 4.06287 1.53044
17 H 5.08646 3.08647 0.03961
18 H 2.32913 -1.76818 3.59876
19 H 0.38038 -3.31248 4.18632
20 H -2.07796 -3.76484 4.13192
21 H -3.56092 -2.14756 2.94103
22 H -2.54620 -0.15447 1.84769
23 C -0.76530 1.06398 5.38930
24 C -0.66395 1.86552 4.13175
25 O 0.42659 2.10619 3.58182
26 N -1.79212 2.37168 3.60603
27 C -1.74931 3.56707 2.77420
28 C -1.50393 3.48088 1.27860
29 C -2.06122 4.53749 0.55861
30 C -1.86612 4.65304 -0.80035
31 C -1.10673 3.67985 -1.43747
32 C -0.57823 2.66660 -0.68029
33 N -0.76007 2.54761 0.65995
34 H -0.03929 0.25473 5.38277
35 H -1.76803 0.67842 5.56793
36 H -0.50423 1.72335 6.22096
37 H -2.64258 2.23493 4.13208
38 H -1.00369 4.25647 3.18125
39 H -2.71763 4.04721 2.89555
40 H -2.65423 5.27149 1.08768
41 H -2.29683 5.47804 -1.35177
42 H -0.91899 3.70783 -2.50134
43 H 0.01983 1.89038 -1.13711
44 O 0.32370 -0.20767 -0.22712
45 P 0.16105 -0.98339 -1.55158
46 N -1.41503 -0.90514 -1.95857
47 C -1.97767 -1.75088 -3.04529
48 C -3.47944 -1.41550 -3.05163
49 C -3.59896 -0.14750 -2.20446
50 C -2.51351 -0.35230 -1.15838
51 N 1.01288 -0.38683 -2.79994
52 C 0.52418 0.62247 -3.76112
53 C 1.67089 0.70872 -4.75515
54 C 2.89762 0.64309 -3.84748
55 C 2.49916 -0.35553 -2.75319
56 N 0.76508 -2.47749 -1.30239
57 C 1.10927 -3.44431 -2.38100
58 C 1.38309 -4.73853 -1.62217
59 C 0.43298 -4.65369 -0.43084
60 C 0.52922 -3.18493 -0.03004
61 H -1.81579 -2.80953 -2.83849
62 H -1.49365 -1.51808 -3.99353
63 H -4.04141 -2.22485 -2.58554
64 H -3.86366 -1.29167 -4.06095
65 H -4.58889 -0.02258 -1.76984
66 H -3.36747 0.73991 -2.79717
67 H -2.85180 -1.07548 -0.40359
68 H -2.20692 0.56398 -0.65539
69 H 0.37955 1.59678 -3.27650
70 H -0.42046 0.32010 -4.20373
71 H 1.63070 1.61534 -5.35500
72 H 1.64232 -0.14789 -5.43001
73 H 3.09617 1.62574 -3.41546
74 H 3.79641 0.32523 -4.37097
75 H 2.84708 -0.04235 -1.76501
76 H 2.90406 -1.34643 -2.95026
77 H 1.97462 -3.10783 -2.94593
78 H 0.27892 -3.56632 -3.07738
79 H 2.41955 -4.76426 -1.28138
80 H 1.21336 -5.61454 -2.24380
81 H 0.70105 -5.32599 0.38238
82 H -0.58645 -4.88936 -0.74328
83 H 1.37523 -3.01986 0.64762
84 H -0.38214 -2.82591 0.45836

Calculated values
- Charge: +3
- 2S+1: 5
- HOMO level (spin up / spin down): -16.10 / -16.10 eV
- ⟨S²⟩: 6.087
- E_LUMO (spin up / spin down): -9.79 / -11.89 eV
- Orbital gap (spin up / spin down): 6.30 / 4.21 eV